1:
DFT (the ωB97M-V functional and the def2-TZVPD basis) results for a 6-piece molecular cluster, C3H18O6 overall.

HOMO	-10.157	eV
total charge	0
lowest unoccupied orbital energy	0.27	eV
structure (SMILES)	CO.CO.CO.O.O.O
2S+1	1

Positions of all 27 atoms, in Å:
C: 1.209 0.963 4.209
O: 2.013 2.045 3.810
H: 0.206 1.249 4.525
H: 1.178 0.202 3.429
H: 1.578 0.415 5.076
H: 1.660 2.916 4.005
C: -1.471 0.952 -3.061
O: -1.034 0.419 -1.823
H: -2.216 0.261 -3.454
H: -2.106 1.827 -2.919
H: -0.702 1.004 -3.831
H: -0.222 0.927 -1.758
C: -0.343 -5.669 -1.517
O: 0.445 -4.532 -1.826
H: -1.106 -5.652 -0.739
H: -0.725 -5.898 -2.512
H: 0.299 -6.513 -1.265
H: 0.090 -3.671 -1.592
O: -4.482 -1.402 0.823
H: -4.180 -2.236 1.182
H: -3.690 -0.983 0.488
O: 3.268 2.139 -0.721
H: 3.426 1.954 0.205
H: 4.114 2.441 -1.053
O: 0.799 5.600 0.474
H: 0.735 6.328 -0.144
H: 1.254 4.912 -0.013


2:
DFT (the ωB97M-V functional and the def2-TZVPD basis) results for C3H18O6 as an isolated structure.

HOMO	-8.422	eV
total charge	0
lowest unoccupied orbital energy	-0.14	eV
2S+1	1

Positions of all 27 atoms, in Å:
C: 0.013 2.883 -0.949
O: 1.271 2.794 -1.471
H: -0.474 3.758 -1.380
H: -0.598 1.984 -1.033
H: 0.030 3.090 0.121
H: 1.819 2.019 -1.324
O: 0.395 0.123 -2.093
H: -0.553 -0.012 -2.101
H: 0.557 0.637 -1.302
O: 1.118 -0.928 1.219
H: 0.533 -1.665 1.045
H: 1.452 -1.090 2.101
O: -0.575 1.967 1.175
H: -0.257 2.253 2.031
H: -1.155 1.231 1.369
O: -0.091 0.462 -0.251
H: 0.580 -0.150 0.051
H: -0.076 1.171 0.392
C: -0.122 -1.961 -0.650
C: -0.874 -2.353 0.649
O: 0.035 -2.594 1.594
H: 0.141 -0.903 -0.650
H: -0.706 -2.246 -1.525
H: 0.849 -2.458 -0.650
H: -1.172 -3.383 0.450
H: -1.811 -1.801 0.731
H: -0.331 -2.829 2.449


Relative energy of each structure, in kJ/mol: 1 0.0; 2 917.4.


1:
DFT (the ωB97M-V functional and the def2-TZVPD basis) results for a 2-piece molecular cluster, C10H13O2 overall.

HOMO	-3.764	eV
total charge	-1
lowest unoccupied orbital energy	2.90	eV
2S+1	1

Positions of all 25 atoms, in Å:
C: -1.706 1.171 -3.261
C: 1.897 0.043 -2.742
C: 0.631 0.170 -3.309
C: 2.146 0.519 -1.467
C: -0.384 0.808 -2.610
C: 1.162 1.253 -0.806
C: -0.109 1.321 -1.344
H: 2.678 -0.353 -3.379
H: 0.437 -0.141 -4.327
H: 3.013 0.193 -0.911
H: 1.364 1.693 0.164
H: -1.647 2.224 -3.521
H: -2.553 0.895 -2.640
H: -0.938 1.799 -0.835
H: -1.832 0.590 -4.175
C: -0.487 -0.838 1.870
C: -1.852 -1.458 1.634
C: -0.146 -0.784 3.422
O: -1.045 -0.347 4.169
O: 0.958 -1.279 3.743
H: 0.377 -1.414 1.534
H: -0.482 0.217 1.601
H: -2.529 -0.811 1.067
H: -2.353 -1.574 2.598
H: -1.898 -2.426 1.127


2:
DFT (the ωB97M-V functional and the def2-TZVPD basis) results for a 2-piece molecular cluster, C10H13O2 overall.

HOMO	-3.919	eV
total charge	-1
lowest unoccupied orbital energy	3.03	eV
2S+1	1

Positions of all 25 atoms, in Å:
C: 0.876 1.756 -3.417
C: 1.079 -0.502 -0.292
C: 0.877 -0.032 -1.590
C: 1.705 0.344 0.619
C: 1.219 1.232 -2.065
C: 2.155 1.586 0.161
C: 1.893 2.021 -1.136
H: 0.585 -1.382 0.085
H: 0.384 -0.719 -2.275
H: 1.832 0.038 1.649
H: 2.874 2.120 0.772
H: 1.694 1.615 -4.128
H: 0.613 2.806 -3.295
H: 2.189 3.043 -1.365
H: 0.018 1.261 -3.877
C: -1.714 -1.286 1.564
C: -3.102 -1.154 2.106
C: -0.825 -2.279 2.335
O: -1.182 -3.464 2.435
O: 0.269 -1.791 2.778
H: -1.652 -1.537 0.502
H: -1.142 -0.356 1.588
H: -3.325 -1.704 3.028
H: -3.942 -1.501 1.490
H: -3.380 -0.116 2.327


Relative energy of each structure, in kJ/mol: 1 16.7; 2 0.0.


1:
DFT (the ωB97M-V functional and the def2-TZVPD basis) results for a 3-piece molecular cluster, C2H10N2O3 overall.

HOMO	-9.713	eV
total charge	0
lowest unoccupied orbital energy	0.68	eV
structure (SMILES)	NCC(N)=O.O.O
2S+1	1

Positions of all 17 atoms, in Å:
N: -1.162 -0.864 -1.521
C: -0.237 -0.460 -0.490
C: -0.013 1.034 -0.509
N: -0.066 1.635 -1.738
O: 0.228 1.685 0.492
H: -1.143 -1.862 -1.681
H: -2.105 -0.503 -1.499
H: -0.503 -0.708 0.541
H: 0.709 -0.976 -0.649
H: -0.449 1.148 -2.518
H: 0.412 2.517 -1.781
O: 3.061 -1.610 0.102
H: 2.628 -0.758 0.017
H: 3.948 -1.457 0.440
O: -2.005 -0.830 3.152
H: -2.231 0.064 3.432
H: -1.073 -0.800 2.911


2:
DFT (the ωB97M-V functional and the def2-TZVPD basis) results for a 3-piece molecular cluster, C2H10N2O3 overall.

HOMO	-9.965	eV
total charge	0
lowest unoccupied orbital energy	0.46	eV
structure (SMILES)	CNC(N)=O.O.O
2S+1	1

Positions of all 17 atoms, in Å:
C: 1.021 2.321 1.789
N: -0.189 1.439 1.554
C: -0.058 0.073 1.853
N: -0.939 -0.807 1.210
O: 0.705 -0.282 2.715
H: 2.006 1.979 1.543
H: 1.200 2.441 2.910
H: 0.909 3.253 1.226
H: -0.506 1.415 0.611
H: -1.822 -0.568 0.770
H: -0.935 -1.822 1.503
O: -0.034 -4.469 0.111
H: -0.215 -3.549 -0.237
H: -0.918 -4.808 0.149
O: -0.377 2.069 -7.300
H: -0.164 2.874 -6.925
H: 0.213 1.450 -6.956


3:
DFT (the ωB97M-V functional and the def2-TZVPD basis) results for a 3-piece molecular cluster, C2H10N2O3 overall.

HOMO	-9.991	eV
total charge	0
lowest unoccupied orbital energy	0.59	eV
structure (SMILES)	CNC(N)=O.O.O
2S+1	1

Positions of all 17 atoms, in Å:
C: 1.916 1.507 -0.167
N: 1.925 0.117 0.320
C: 0.705 -0.421 0.638
N: 0.563 -1.178 1.803
O: -0.231 -0.421 -0.145
H: 0.938 1.951 -0.298
H: 2.501 2.111 0.531
H: 2.474 1.588 -1.099
H: 2.665 -0.068 0.976
H: 1.188 -0.969 2.566
H: -0.373 -1.013 2.148
O: -3.877 -0.931 0.391
H: -4.461 -0.262 0.798
H: -3.343 -0.371 -0.182
O: -0.053 1.038 -2.494
H: -0.121 0.288 -1.871
H: -0.760 0.919 -3.149


Relative energy of each structure, in kJ/mol: 1 15.8; 2 62.2; 3 0.0.


1:
DFT (the ωB97M-V functional and the def2-TZVPD basis) results for one molecule with the formula C4H4O.

HOMO	-9.906	eV
total charge	0
lowest unoccupied orbital energy	0.33	eV
2S+1	1

Positions of all 9 atoms, in Å:
C: -0.006 2.557 -1.350
C: -0.780 1.453 -1.562
C: -0.009 0.999 -0.492
C: -0.150 -0.424 -0.071
O: 0.793 3.278 -1.001
H: 0.655 1.328 0.306
H: -0.653 -1.178 -0.736
H: -0.844 -0.366 0.767
H: 0.734 -0.975 0.406


2:
DFT (the ωB97M-V functional and the def2-TZVPD basis) results for one molecule with the formula C4H4O.

HOMO	-10.183	eV
total charge	0
lowest unoccupied orbital energy	-0.11	eV
structure (SMILES)	CC#CC=O
2S+1	1

Positions of all 9 atoms, in Å:
C: -1.438 0.137 -0.088
C: -0.353 1.061 -0.615
C: 0.692 0.639 -0.118
C: 1.751 -0.273 0.155
O: 2.908 0.013 -0.032
H: -2.239 0.675 0.400
H: -0.951 -0.462 0.702
H: -1.791 -0.504 -0.900
H: 1.421 -1.286 0.497


Relative energy of each structure, in kJ/mol: 1 0.0; 2 12.4.